Entry 1:
{"formula": "C6H15AgBr3NO2", "method": "wB97M-V/def2-TZVPD", "species": ["Ag", "Br", "Br", "Br", "C", "O", "C", "C", "N", "C", "C", "O", "C", "H", "H", "H", "H", "H", "H", "H", "H", "H", "H", "H", "H", "H", "H", "H"], "xyz": [[0.390, 1.821, -0.308], [1.695, 3.145, 1.662], [-1.634, 3.663, -0.761], [1.968, 2.412, -2.505], [2.937, -0.728, 0.683], [1.746, -0.337, 0.066], [1.045, -1.418, -0.473], [0.254, -1.081, -1.745], [-0.555, 0.180, -1.656], [-1.914, 0.053, -1.123], [-1.941, -0.114, 0.418], [-0.931, 0.521, 1.169], [-1.241, 0.501, 2.556], [3.686, -1.101, -0.033], [2.762, -1.578, 1.363], [3.365, 0.100, 1.242], [0.395, -1.947, 0.235], [1.751, -2.193, -0.804], [-0.380, -1.894, -2.114], [1.017, -0.864, -2.497], [-0.664, 0.243, -2.670], [-2.502, -0.794, -1.501], [-2.502, 0.942, -1.346], [-1.885, -1.202, 0.646], [-2.939, 0.133, 0.808], [-1.198, -0.508, 2.975], [-2.244, 0.887, 2.744], [-0.480, 1.159, 2.971]], "nbo_charge": [1.03, -0.61, -0.86, -0.67, -0.24, -0.54, -0.07, -0.25, -0.63, -0.27, -0.06, -0.56, -0.25, 0.16, 0.15, 0.22, 0.16, 0.17, 0.18, 0.22, 0.39, 0.17, 0.26, 0.14, 0.18, 0.16, 0.17, 0.23], "s2": 0.757, "total_charge": -1, "de_lowest_kj_mol": 0.0, "lumo_energy_ev": [2.7, 0.7], "gap_ev": [7.3, 4.9], "homo_energy_ev": [-4.553, -4.207], "multiplicity": 2}


Entry 2:
{"formula": "C6H15AsF6NO2Rb", "method": "wB97M-V/def2-TZVPD", "species": ["Rb", "As", "F", "F", "F", "F", "F", "F", "C", "O", "C", "C", "N", "C", "C", "O", "C", "H", "H", "H", "H", "H", "H", "H", "H", "H", "H", "H", "H", "H", "H", "H"], "xyz": [[42.393, -7.781, 25.740], [45.478, -10.445, 26.624], [43.888, -10.208, 25.929], [44.771, -11.433, 27.883], [47.050, -10.719, 27.311], [46.233, -9.403, 25.423], [45.177, -8.999, 27.563], [45.643, -11.841, 25.594], [39.058, -7.033, 24.922], [39.472, -8.274, 25.479], [38.793, -8.665, 26.659], [39.258, -7.963, 27.939], [40.632, -8.348, 28.255], [41.133, -7.714, 29.479], [41.585, -6.275, 29.338], [42.342, -6.132, 28.153], [43.122, -4.945, 28.195], [39.592, -6.161, 25.309], [37.976, -6.913, 24.943], [39.363, -7.113, 23.876], [38.999, -9.729, 26.785], [37.711, -8.576, 26.523], [38.559, -8.271, 28.732], [39.174, -6.876, 27.896], [40.754, -9.349, 28.332], [42.058, -8.254, 29.707], [40.431, -7.838, 30.311], [42.182, -6.031, 30.222], [40.750, -5.558, 29.326], [43.527, -4.763, 27.198], [43.953, -5.048, 28.890], [42.471, -4.091, 28.400]], "nbo_charge": [0.97, 2.83, -0.67, -0.63, -0.62, -0.64, -0.65, -0.62, -0.27, -0.56, -0.07, -0.26, -0.65, -0.25, -0.07, -0.57, -0.25, 0.16, 0.19, 0.19, 0.19, 0.18, 0.18, 0.19, 0.38, 0.22, 0.18, 0.19, 0.16, 0.18, 0.19, 0.17], "de_lowest_kj_mol": 16.3, "lumo_energy_ev": -0.6, "gap_ev": 9.6, "homo_energy_ev": -10.181, "multiplicity": 1}


Entry 3:
{"formula": "C6H15BNNaO3", "method": "wB97M-V/def2-TZVPD", "species": ["C", "C", "N", "C", "C", "C", "O", "B", "O", "C", "O", "H", "H", "H", "H", "H", "H", "H", "H", "H", "H", "H", "H", "H", "H", "H", "Na"], "xyz": [[3.112, -0.752, -0.037], [2.256, 0.463, 0.275], [1.011, 0.071, 0.965], [-0.201, 0.548, 0.347], [-1.367, -0.011, 1.188], [-1.796, -1.410, 0.785], [-0.325, 1.935, 0.384], [-1.026, 2.289, -0.895], [-0.332, 1.387, -1.842], [-0.363, 0.210, -1.184], [0.542, -0.729, -1.708], [4.138, -0.486, -0.250], [2.680, -1.300, -0.854], [3.083, -1.406, 0.821], [2.052, 1.013, -0.632], [2.838, 1.117, 0.908], [1.055, 0.453, 1.898], [-1.055, -0.055, 2.218], [-2.187, 0.676, 1.149], [-1.234, -1.797, -0.057], [-2.851, -1.409, 0.509], [-1.665, -2.124, 1.589], [-1.077, 3.463, -1.170], [-2.233, 1.924, -0.750], [-1.395, -0.187, -1.316], [0.052, -1.482, -2.056], [-3.711, -2.401, -0.287]], "nbo_charge": [-0.61, -0.22, -0.66, 0.37, -0.43, -0.61, -0.73, 0.43, -0.69, 0.37, -0.72, 0.19, 0.22, 0.19, 0.21, 0.18, 0.36, 0.21, 0.24, 0.22, 0.06, 0.22, -0.09, -0.21, 0.07, 0.46, 0.98], "lumo_energy_ev": -2.5, "gap_ev": 4.5, "homo_energy_ev": -7.029, "multiplicity": 1}


Entry 4:
{"formula": "C6H15FN2O5S3", "method": "wB97M-V/def2-TZVPD", "species": ["O", "S", "O", "S", "N", "S", "O", "O", "C", "C", "C", "F", "H", "H", "H", "H", "H", "H", "H", "C", "C", "O", "N", "C", "H", "H", "H", "H", "H", "H", "H", "H"], "xyz": [[2.646, 1.973, -1.339], [1.270, 1.443, -1.886], [0.742, 2.315, -3.049], [1.701, -0.485, -2.716], [0.187, 1.271, -0.529], [-1.225, 2.289, -0.664], [-1.967, 2.297, 0.730], [-0.782, 3.790, -0.874], [-2.350, 1.862, -2.097], [-3.098, 0.410, -1.996], [-2.459, -0.639, -0.913], [-1.178, -1.283, -1.388], [0.461, -0.856, -3.328], [-3.217, 2.683, -2.097], [-1.840, 1.951, -3.157], [-4.258, 0.587, -1.868], [-2.978, -0.102, -3.068], [-2.369, -0.223, 0.187], [-3.231, -1.548, -0.838], [0.841, -2.473, 3.225], [0.910, -1.349, 2.239], [0.055, -1.054, 1.429], [1.985, -0.434, 2.221], [3.257, -1.007, 1.741], [0.069, -3.181, 2.915], [1.796, -3.002, 3.262], [0.599, -2.077, 4.214], [2.108, -0.068, 3.167], [1.648, 0.302, 1.588], [3.616, -1.733, 2.475], [3.972, -0.186, 1.648], [3.088, -1.476, 0.768]], "nbo_charge": [-0.92, 1.93, -0.90, -0.25, -1.12, 2.03, -0.93, -0.92, -0.65, -0.46, 0.01, -0.41, 0.18, 0.27, 0.29, 0.24, 0.22, 0.23, 0.17, -0.73, 0.66, -0.40, -0.57, -0.43, 0.28, 0.24, 0.26, 0.44, 0.51, 0.22, 0.26, 0.26], "lumo_energy_ev": -1.1, "gap_ev": 7.1, "homo_energy_ev": -8.227, "multiplicity": 1}


Entry 5:
{"formula": "C6H15FO6S", "method": "wB97M-V/def2-TZVPD", "species": ["O", "C", "F", "C", "O", "S", "O", "O", "H", "H", "H", "C", "C", "O", "H", "H", "H", "H", "H", "H", "C", "C", "O", "H", "H", "H", "H", "H", "H"], "xyz": [[1.104, 1.249, 0.141], [0.289, 1.377, 0.947], [0.556, 1.908, 2.189], [-1.197, 0.943, 0.720], [-1.355, -0.406, 0.258], [-0.700, -1.567, 1.279], [0.655, -1.771, 0.787], [-0.625, -0.934, 2.816], [-1.584, 1.615, -0.087], [-1.799, 1.175, 1.631], [0.308, -1.011, 3.106], [-3.182, 4.369, -2.435], [-3.571, 4.257, -0.973], [-2.715, 3.338, -0.296], [-3.241, 3.393, -2.921], [-3.837, 5.065, -2.961], [-2.150, 4.714, -2.535], [-4.593, 3.892, -0.876], [-3.504, 5.231, -0.478], [-1.813, 3.672, -0.375], [3.458, -3.650, 0.255], [4.187, -4.908, -0.177], [3.414, -6.066, 0.130], [3.254, -3.675, 1.327], [4.048, -2.760, 0.029], [2.493, -3.568, -0.251], [5.139, -4.998, 0.346], [4.385, -4.892, -1.254], [2.577, -5.989, -0.342]], "nbo_charge": [-0.49, 0.83, -0.35, -0.22, -0.67, 1.72, -0.92, -0.89, 0.26, 0.22, 0.51, -0.63, -0.06, -0.73, 0.22, 0.22, 0.20, 0.18, 0.16, 0.46, -0.63, -0.06, -0.72, 0.21, 0.21, 0.21, 0.17, 0.15, 0.46], "lumo_energy_ev": 0.5, "gap_ev": 10.5, "homo_energy_ev": -10.049, "multiplicity": 1}


Entry 6:
{"formula": "C6H15INO2", "method": "wB97M-V/def2-TZVPD", "species": ["C", "C", "C", "C", "C", "C", "N", "O", "O", "I", "H", "H", "H", "H", "H", "H", "H", "H", "H", "H", "H", "H", "H", "H", "H"], "xyz": [[0.325, 1.834, -2.084], [-2.045, 1.171, 2.488], [1.218, 0.661, -1.509], [-0.946, 0.148, 2.292], [0.380, -0.564, -1.084], [0.165, -0.802, 0.372], [0.961, -1.779, -1.612], [1.396, -1.179, 0.918], [-0.639, 0.092, 0.878], [-0.928, -3.130, 0.678], [-0.331, 2.212, -1.278], [1.002, 2.509, -2.470], [-0.368, 1.416, -2.822], [-2.072, 1.570, 1.501], [-3.076, 0.845, 2.601], [-1.726, 1.924, 3.144], [1.979, 0.349, -2.266], [1.839, 1.052, -0.751], [-1.413, -0.777, 2.842], [0.001, 0.404, 2.835], [-0.638, -0.475, -1.585], [0.209, -2.459, -1.573], [1.745, -1.933, -0.895], [1.520, -1.607, -2.458], [1.444, -1.479, 1.839]], "nbo_charge": [-0.58, -0.64, -0.42, -0.10, -0.14, 0.46, -0.71, -0.76, -0.52, 0.10, 0.22, 0.23, 0.20, 0.23, 0.23, 0.23, 0.19, 0.23, 0.21, 0.19, 0.23, 0.46, 0.46, 0.45, 0.52], "s2": 2.006, "total_charge": 1, "lumo_energy_ev": [-3.0, -7.0], "gap_ev": [7.1, 6.5], "homo_energy_ev": [-10.154, -13.512], "multiplicity": 3}


Entry 7:
{"formula": "C6H15IO2Si2V", "method": "wB97M-V/def2-TZVPD", "species": ["C", "C", "C", "I", "Si", "C", "C", "C", "O", "O", "Si", "H", "H", "H", "H", "H", "H", "H", "H", "H", "H", "H", "H", "H", "H", "H", "V"], "xyz": [[2.574, 0.590, 0.449], [1.568, 0.840, 1.573], [0.318, 1.651, 1.204], [0.688, 3.449, 0.155], [-1.039, 0.527, 0.358], [-0.909, 0.406, -1.539], [-0.294, -1.088, -1.914], [0.481, -1.135, -3.250], [-0.877, -1.754, -3.117], [-1.095, -1.006, 0.983], [-1.860, -1.067, 2.565], [2.309, -0.263, -0.185], [3.521, 0.319, 0.917], [2.788, 1.459, -0.171], [1.208, -0.147, 1.888], [2.058, 1.252, 2.461], [-0.175, 1.962, 2.139], [-2.328, 1.151, 0.709], [-0.241, 1.113, -2.028], [-1.938, 0.401, -1.986], [0.077, -1.704, -1.096], [0.449, -0.214, -3.810], [1.267, -1.876, -3.311], [-1.109, -1.996, 3.414], [-3.263, -1.467, 2.366], [-1.829, 0.321, 3.063], [-2.350, -1.724, -1.837]], "nbo_charge": [-0.64, -0.46, -0.77, 0.80, 1.66, -0.91, -0.14, 0.03, -0.52, -1.23, 1.14, 0.20, 0.29, 0.23, 0.24, 0.30, 0.32, -0.13, 0.32, 0.23, 0.29, 0.26, 0.28, -0.10, -0.13, -0.17, 1.62], "total_charge": 3, "lumo_energy_ev": -16.6, "gap_ev": 2.8, "homo_energy_ev": -19.342, "multiplicity": 1}


Entry 8:
{"formula": "C6H15InNO2", "method": "wB97M-V/def2-TZVPD", "species": ["In", "C", "O", "C", "C", "N", "C", "C", "O", "C", "H", "H", "H", "H", "H", "H", "H", "H", "H", "H", "H", "H", "H", "H", "H"], "xyz": [[-2.554, -29.004, -8.434], [1.209, -27.165, -8.015], [0.428, -28.379, -7.922], [1.238, -29.491, -7.501], [0.525, -30.863, -7.390], [-0.374, -31.256, -8.436], [0.160, -31.084, -9.801], [-0.966, -31.527, -10.853], [-2.045, -30.555, -10.874], [-2.863, -30.590, -12.060], [0.604, -26.288, -8.249], [1.941, -27.336, -8.804], [1.667, -27.031, -7.035], [1.684, -29.268, -6.532], [2.075, -29.631, -8.185], [0.035, -31.000, -6.427], [1.274, -31.654, -7.381], [-0.427, -32.263, -8.379], [1.029, -31.714, -9.990], [0.431, -30.059, -10.056], [-1.426, -32.483, -10.604], [-0.558, -31.477, -11.862], [-2.419, -30.282, -13.007], [-3.673, -29.868, -11.958], [-3.234, -31.600, -12.236]], "nbo_charge": [1.14, -0.27, -0.40, -0.13, -0.29, -0.30, -0.30, -0.07, -0.39, -0.30, 0.25, 0.24, 0.25, 0.29, 0.27, 0.31, 0.33, 0.44, 0.34, 0.26, 0.26, 0.26, 0.28, 0.25, 0.27], "total_charge": 3, "de_lowest_kj_mol": 128.6, "lumo_energy_ev": -18.1, "gap_ev": 3.6, "homo_energy_ev": -21.668, "multiplicity": 1}


Entry 9:
{"formula": "C6H15LiO8P2SSbSe4", "method": "wB97M-V/def2-TZVPD", "species": ["Li", "C", "C", "O", "P", "O", "O", "O", "P", "O", "O", "O", "H", "H", "H", "H", "H", "H", "H", "Se", "Sb", "Se", "Se", "Se", "O", "S", "C", "C", "C", "C", "H", "H", "H", "H", "H", "H", "H", "H"], "xyz": [[0.636, 0.704, -0.162], [3.373, -2.068, 2.002], [2.693, -0.857, 1.377], [3.379, 0.354, 1.639], [2.561, -1.033, -0.448], [4.106, -1.217, -0.892], [1.987, -2.460, -0.881], [1.985, 0.129, -1.161], [0.878, -0.821, 2.013], [0.640, 1.555, 3.036], [0.272, -1.268, 0.651], [0.575, 0.827, 1.819], [4.374, -2.235, 1.597], [2.765, -2.959, 1.824], [3.454, -1.911, 3.078], [4.288, 0.281, 1.323], [4.269, -2.103, -1.242], [1.076, -2.443, -0.499], [0.398, 2.439, 2.707], [-1.487, 6.342, -1.874], [-0.375, 5.101, -0.148], [2.146, 4.844, -0.647], [-0.855, 5.370, 2.194], [0.769, 2.928, -0.784], [-1.182, 0.916, -0.538], [-1.980, -0.230, 0.014], [-3.736, 0.231, -0.317], [-4.137, -0.350, -1.665], [-3.443, -1.708, -1.744], [-1.996, -1.457, -1.348], [-3.807, 1.315, -0.256], [-4.305, -0.218, 0.501], [-3.782, 0.298, -2.469], [-5.221, -0.441, -1.756], [-3.514, -2.143, -2.742], [-3.910, -2.403, -1.040], [-1.432, -0.962, -2.140], [-1.463, -2.347, -1.022]], "nbo_charge": [0.80, -0.65, -0.43, -0.70, 2.35, -1.00, -1.02, -1.14, 1.37, -0.43, -1.27, -0.60, 0.21, 0.22, 0.23, 0.47, 0.51, 0.54, 0.49, -0.67, 1.04, -0.33, -0.71, -0.28, -1.04, 1.30, -0.61, -0.41, -0.41, -0.60, 0.26, 0.21, 0.22, 0.21, 0.22, 0.20, 0.25, 0.24], "total_charge": -1, "de_lowest_kj_mol": 545.9, "lumo_energy_ev": 2.1, "gap_ev": 6.6, "homo_energy_ev": -4.554, "multiplicity": 1}


Entry 10:
{"formula": "C6H15N", "method": "wB97M-V/def2-TZVPD", "species": ["C", "N", "C", "C", "C", "C", "C", "H", "H", "H", "H", "H", "H", "H", "H", "H", "H", "H", "H", "H", "H", "H"], "xyz": [[-2.055, 2.433, 0.979], [-2.172, 0.998, 0.799], [-1.191, 0.360, -0.060], [-0.020, -0.492, 0.472], [0.900, -1.011, -0.664], [1.703, -2.236, -0.213], [1.819, 0.067, -1.192], [-2.287, 2.943, 0.044], [-1.109, 2.748, 1.425], [-2.865, 2.703, 1.667], [-2.563, 0.409, 1.514], [-0.777, 1.188, -0.641], [-1.728, -0.389, -0.645], [0.592, -0.071, 1.288], [-0.312, -1.453, 0.923], [0.140, -1.331, -1.394], [2.044, -2.751, -1.119], [1.046, -3.010, 0.216], [2.507, -2.025, 0.471], [2.596, 0.245, -0.428], [1.308, 0.998, -1.418], [2.422, -0.324, -2.021]], "nbo_charge": [-0.41, -0.65, -0.21, -0.41, -0.21, -0.61, -0.61, 0.19, 0.17, 0.20, 0.37, 0.19, 0.18, 0.19, 0.19, 0.19, 0.21, 0.21, 0.21, 0.20, 0.21, 0.21], "de_lowest_kj_mol": 111.3, "lumo_energy_ev": 1.1, "gap_ev": 9.3, "smiles": "CNCCC(C)C", "homo_energy_ev": -8.195, "multiplicity": 1}